Entry 1:
2 unconnected molecules or ions with the total composition C2HCl2O2P in a non-equilibrium geometry. Source: OMol25; level of theory: ωB97M-V/def2-TZVPD.

XYZ file:
```
8
Properties=species:S:1:pos:R:3:forces:R:3
C -0.669554 -0.038907 -0.000819 0.9 1.5 -0.5
C 0.494481 -0.236895 -0.630137 -5.7 0.9 1.9
O 1.545136 -0.108325 -0.994075 3.9 -0.8 -2.5
O -2.641486 -1.585109 -0.524668 -1.3 -4.1 -1.7
P -2.440565 -0.282342 -0.007968 -0.1 1.8 1.4
Cl 2.526584 0.664952 1.579339 -0.8 -1.8 -1.7
Cl -0.899251 1.772619 0.086531 1.1 0.4 0.1
H 2.084655 -0.185994 0.491800 1.9 2.1 3.0
```
Forces are in eV/Å.

Values from the calculation:
ΔE to the lowest compared entry with this formula, charge and spin: 2.799 eV
E_HOMO: -10.269 eV
E_LUMO: -1.4 eV
Frontier orbital gap: 8.9 eV

---

Entry 2:
C2HCl2O2P in the gas phase in a non-equilibrium geometry. Source: OMol25; level of theory: ωB97M-V/def2-TZVPD.

XYZ file:
```
8
Properties=species:S:1:pos:R:3:forces:R:3
C 0.423704 1.020545 -1.207717 -0.1 -0.1 -2.8
C 0.560817 0.224485 -0.060906 -0.2 -1.3 2.1
O 1.590650 -0.119981 0.428876 2.2 -0.1 0.4
O 2.081833 -1.066001 -2.574041 2.3 -2.6 1.1
P 1.125720 -0.090825 -2.923913 -3.1 2.8 -0.5
Cl -1.075546 1.813695 -1.454188 -0.8 0.2 -0.1
Cl 1.761293 1.986932 -1.777042 0.8 0.7 0.4
H -0.298330 -0.234161 0.425337 -1.2 0.3 -0.5
```
Forces are in eV/Å.

Values from the calculation:
ΔE to the lowest compared entry with this formula, charge and spin: 1.376 eV
E_HOMO: -9.526 eV
E_LUMO: -0.7 eV
Frontier orbital gap: 8.9 eV

---

Entry 3:
2 unconnected molecules or ions with the total composition C2HClF2O2 in a non-equilibrium geometry. Source: OMol25; level of theory: ωB97M-V/def2-TZVPD.

XYZ file:
```
8
Properties=species:S:1:pos:R:3:forces:R:3
C -1.046282 0.466081 0.126933 3.7 0.1 0.2
C -0.844400 -0.820588 0.041482 -0.1 -0.6 0.1
O 1.953150 0.666924 -0.520489 0.7 -0.6 -0.7
O 1.116497 1.257865 0.321250 -3.1 -0.3 0.5
F -1.772086 -1.760564 -0.156108 0.2 0.5 0.1
F 0.337505 -1.407231 0.182009 -0.5 0.2 0.0
Cl -2.139157 1.646130 0.023018 -0.6 0.4 -0.1
H 2.394772 -0.048616 -0.018094 -0.3 0.2 -0.1
```
Forces are in eV/Å.

Values from the calculation:
ΔE to the lowest compared entry with this formula, charge and spin: 7.723 eV
E_HOMO (alpha / beta): -9.214 / -9.217 eV
E_LUMO (alpha / beta): -1.7 / -1.7 eV
Frontier orbital gap (alpha / beta): 7.5 / 7.5 eV

---

Entry 4:
C2HClF2S in the gas phase in a non-equilibrium geometry. Source: OMol25; level of theory: ωB97M-V/def2-TZVPD.

XYZ file:
```
7
Properties=species:S:1:pos:R:3:forces:R:3
C -0.438675 0.317506 0.045787 0.1 0.1 0.8
C 0.835200 -0.137781 -0.637729 -0.9 1.8 -0.3
H 0.629554 0.242965 -1.623496 0.7 -0.9 -1.2
F -0.825562 1.452169 -0.652779 0.2 -0.8 1.2
F -0.163735 0.622532 1.339093 -0.9 0.1 -0.8
S 2.265234 -0.348924 -0.005041 0.2 -0.6 0.2
Cl -1.785221 -0.847697 -0.054177 0.5 0.3 0.1
```
Forces are in eV/Å.

Values from the calculation:
ΔE to the lowest compared entry with this formula, charge and spin: 0.457 eV
E_HOMO: -9.684 eV
E_LUMO: -1.3 eV
Frontier orbital gap: 8.4 eV
SMILES: FC(F)(Cl)C=S

---

Entry 5:
C2HClF2S in the gas phase in a non-equilibrium geometry. Source: OMol25; level of theory: ωB97M-V/def2-TZVPD.

XYZ file:
```
7
Properties=species:S:1:pos:R:3:forces:R:3
C -0.793697 -0.319865 0.522235 2.5 2.3 -1.6
C 0.484611 0.295186 -0.478685 -0.7 -2.5 -0.2
F 1.154772 -0.856861 -0.861356 -0.2 0.3 0.3
F 1.353478 1.014440 0.226961 -0.2 0.4 0.1
S -1.817517 -1.410449 0.037812 -0.2 -0.2 0.0
Cl -0.668645 0.514331 2.027628 -0.4 -0.4 0.1
H 0.286997 0.763220 -1.474596 -0.7 0.2 1.2
```
Forces are in eV/Å.

Values from the calculation:
ΔE to the lowest compared entry with this formula, charge and spin: 0.593 eV
E_HOMO: -9.755 eV
E_LUMO: -0.9 eV
Frontier orbital gap: 8.8 eV
SMILES: FC(F)C(=S)Cl

---

Entry 6:
2 unconnected molecules or ions with the total composition C2HClF2S in a non-equilibrium geometry. Source: OMol25; level of theory: ωB97M-V/def2-TZVPD.

XYZ file:
```
7
Properties=species:S:1:pos:R:3:forces:R:3
C 0.170674 -0.565677 -0.436556 -0.5 -3.5 -1.3
C 0.518267 0.612889 0.149828 -0.3 4.2 2.8
F 0.195139 1.810610 -0.319320 0.9 -2.2 0.4
F 1.246782 0.763311 1.249377 -1.4 -0.7 -2.2
S 0.566440 -2.059870 0.221523 -0.1 1.5 -0.5
Cl -2.417657 -0.025313 0.588581 1.2 0.2 -0.2
H -0.279645 -0.535949 -1.453434 0.2 0.4 1.0
```
Forces are in eV/Å.

Values from the calculation:
ΔE to the lowest compared entry with this formula, charge and spin: 2.953 eV
E_HOMO (alpha / beta): -9.440 / -9.442 eV
E_LUMO (alpha / beta): -4.1 / -4.1 eV
Frontier orbital gap (alpha / beta): 5.3 / 5.3 eV